1.
A structure of composition C9H26N3Na2O5Pb. Source: OMol25; level of theory: wB97M-V/def2-TZVPD.

Last column: natural (NBO) charge in e.
Cartesian coordinates (Å):
1 Na -0.365608 1.736711 6.246568  0.9947
2 Na 3.081696 2.989113 4.640900  0.9942
3 Pb 2.466300 -0.711754 4.858877  1.6945
4 C 0.429010 1.271602 3.135324  -0.2627
5 O 1.237544 1.322879 4.346887  -1.1544
6 H 0.556637 2.217182 2.607594  0.2062
7 H 0.761949 0.384416 2.603491  0.1944
8 H -0.625547 1.248931 3.412300  0.1840
9 C -0.920205 3.262627 0.140625  -0.2436
10 O -0.565104 2.323441 -0.835571  -0.5595
11 C -1.721275 1.524509 -1.198575  -0.0717
12 C -1.221197 0.452379 -2.147368  -0.2546
13 N -0.480514 -0.617052 -1.480426  -0.6345
14 C 0.072725 -1.656163 -2.359919  -0.2237
15 C -0.756636 -1.992318 -3.612570  -0.0712
16 O -0.232515 -3.188366 -4.097199  -0.5330
17 C -0.903082 -3.597647 -5.287524  -0.2596
18 H -1.390564 2.737372 0.983051  0.1349
19 H -1.561543 4.031885 -0.298205  0.2013
20 H -0.056430 3.790317 0.553661  0.1653
21 H -2.488939 2.182204 -1.603428  0.2020
22 H -2.043107 1.083848 -0.251808  0.1624
23 H -0.505875 0.952607 -2.817823  0.1870
24 H -1.985149 0.036718 -2.796899  0.2192
25 H 0.294813 -0.183641 -0.993273  0.3298
26 H 0.181908 -2.530329 -1.710067  0.1915
27 H 1.100735 -1.369290 -2.617156  0.1588
28 H -0.639853 -1.179336 -4.341275  0.1696
29 H -1.831200 -1.976290 -3.393583  0.1703
30 H -1.725414 -4.268170 -5.029705  0.1837
31 H -0.241335 -4.100162 -5.989455  0.2053
32 H -1.340600 -2.762152 -5.840536  0.1757
33 C 3.901449 -1.019819 1.568152  0.8103
34 O 2.960670 -0.829017 2.410884  -0.8559
35 N 3.559628 -1.337996 0.321481  -0.7448
36 N 5.213905 -0.907148 1.944208  -0.7741
37 H 4.241753 -1.857730 -0.213576  0.4506
38 H 2.589958 -1.252859 0.073308  0.4419
39 H 5.671458 -0.265886 1.296822  0.4274
40 H 5.321332 -0.582256 2.889043  0.3776
41 C -3.238467 0.903958 2.843564  -0.2594
42 O -3.889422 0.748369 1.579640  -0.7135
43 H -2.471005 0.147427 3.003318  0.1433
44 H -2.779695 1.892452 2.725525  0.1578
45 H -4.003781 1.007330 3.611364  0.1991
46 H -3.659386 -0.062905 1.119336  0.4836

Forces on atoms 1 to 3 (eV/Å):
-0.4 0.2 -0.2
-0.2 0.4 -0.4
-0.5 0.6 -2.4

Its charge is +3. The value obtained for the total energy is -1415.3824 Eh. The calculation puts the max |F| at 0.05184 Eh/bohr. The orbital gap comes out at 0.061 hartree.

---

2.
A cluster of 15 separate species, C27H71N25O18 in total. Source: OMol25; level of theory: wB97M-V/def2-TZVPD.

Last column: Mulliken charge in e.
Cartesian coordinates (Å):
1 C 9.309170 28.599450 4.757570  -1.0598
2 C 8.316860 29.181700 3.773700  2.1805
3 C 7.585820 28.028810 2.908550  -0.1988
4 C 6.556350 27.145800 3.617960  -0.9477
5 C 5.458580 28.063350 4.311430  -1.3343
6 C 6.063350 29.134090 5.298040  1.1245
7 N 7.264600 29.847800 4.542250  0.6241
8 O 7.567120 31.210380 4.982320  -0.2452
9 C 6.475030 28.391370 6.589040  -1.5661
10 C 4.934150 30.174110 5.510560  -1.6911
11 C 9.048890 30.164800 2.850930  -1.9012
12 H 9.055890 28.637090 5.817070  0.4072
13 H 10.236900 29.171660 4.756340  0.5266
14 H 9.688970 27.600970 4.541030  -0.4965
15 H 8.322310 27.329580 2.512610  -0.5305
16 H 7.186620 28.469300 1.994930  0.6503
17 H 7.189020 26.636700 4.345040  0.1072
18 H 6.177650 26.560840 2.779800  0.6659
19 H 4.641630 27.471530 4.724270  0.4593
20 H 5.072780 28.656260 3.482140  0.5004
21 H 7.214320 28.986870 7.124690  0.4114
22 H 6.995440 27.445490 6.438740  0.2291
23 H 5.530160 28.239390 7.110800  0.5104
24 H 4.827530 30.775500 4.607750  0.4064
25 H 5.202380 30.858840 6.315100  0.4648
26 H 4.071360 29.742530 6.017940  0.4079
27 H 9.726440 29.739300 2.110690  0.1718
28 H 9.609960 30.968740 3.327340  0.5836
29 H 8.280610 30.622190 2.227510  0.6935
30 O 13.330340 26.284580 -1.743730  -0.4076
31 H 13.965640 25.917970 -1.124380  0.4719
32 H 13.007840 25.606740 -2.342170  0.4420
33 H 12.566050 26.637050 -1.281960  -0.2724
34 C 12.519280 27.717300 2.881150  -1.3296
35 C 12.418340 28.187960 1.521750  0.3141
36 C 11.434250 27.394020 0.586730  -0.0693
37 O 11.430980 27.671540 -0.609870  2.0523
38 C 10.565580 26.337100 1.069910  0.5546
39 C 10.722860 25.954120 2.390850  0.8356
40 C 11.730270 26.669900 3.345470  0.0743
41 O 11.944920 26.249900 4.532480  -0.2836
42 O 10.075790 24.856350 2.603590  -0.0625
43 O 13.126970 29.074920 1.107180  0.7717
44 H 13.165400 28.307030 3.514510  0.4895
45 H 10.098660 25.696050 0.336800  -0.7351
46 C 11.566480 22.340810 5.239660  0.4706
47 O 11.615850 21.160550 5.482040  -0.7109
48 N 12.565860 22.904940 4.656470  -0.2313
49 N 10.644050 23.191620 5.525540  -0.2103
50 H 13.397320 22.340060 4.754810  0.2484
51 H 12.661790 23.903930 4.542740  0.0776
52 H 9.795090 22.848770 5.951960  0.1862
53 H 10.661490 24.022880 4.952130  0.0581
54 C 15.377040 27.074580 5.806800  0.5908
55 O 16.280260 26.719090 6.580970  -0.7075
56 N 15.519490 27.095570 4.514950  -0.1433
57 N 14.221990 27.436820 6.202270  -0.2215
58 H 16.454100 27.078970 4.132430  0.0856
59 H 14.683980 27.267430 3.974130  0.2510
60 H 13.476960 27.410560 5.520850  -0.1274
61 H 13.923140 27.198140 7.137050  0.2714
62 C 10.084600 26.266550 7.833130  0.4879
63 O 9.545400 26.097240 8.866080  -0.6715
64 N 11.326410 26.617550 7.622600  -0.1464
65 N 9.591760 26.027700 6.680850  0.2439
66 H 11.657250 26.736090 6.675710  0.1363
67 H 11.787750 26.871740 8.484370  0.1851
68 H 10.319400 26.162890 5.993560  -0.4178
69 H 8.681490 25.590310 6.666600  0.1758
70 C 16.807560 28.061050 1.682800  0.3528
71 O 17.858460 27.491360 1.894550  -0.6733
72 N 15.786750 27.579180 1.005710  0.0190
73 N 16.511380 29.174680 2.245790  -0.1215
74 H 14.956880 28.107040 0.775990  -0.5984
75 H 15.728330 26.581140 0.862230  0.2016
76 H 15.562910 29.517850 2.193400  0.0458
77 H 17.135950 29.522670 2.959160  0.2679
78 C 11.231690 28.837190 -4.353300  0.7108
79 O 12.382520 28.493840 -4.396850  -0.7446
80 N 10.421410 28.668510 -3.343570  0.1070
81 N 10.645270 29.455940 -5.345870  -0.3539
82 H 9.452640 28.890720 -3.523050  0.1752
83 H 10.762540 28.669550 -2.392920  -0.6457
84 H 9.670510 29.710130 -5.272900  0.1276
85 H 11.083890 29.614650 -6.241710  0.2526
86 C 11.460260 22.163160 -0.088460  0.3011
87 O 12.248500 21.413800 -0.618500  -0.6827
88 N 11.201140 22.122920 1.202510  -0.1778
89 N 10.726780 23.066000 -0.720300  -0.1862
90 H 10.658630 22.816130 1.697730  0.0497
91 H 11.749360 21.419320 1.676320  0.1807
92 H 10.535710 23.873740 -0.144860  0.2446
93 H 11.054250 23.302860 -1.645910  0.1892
94 C 14.820360 31.781950 3.032870  0.4213
95 O 15.735780 31.735520 3.787860  -0.6675
96 N 14.797210 32.556730 2.017300  -0.1767
97 N 13.613460 31.322100 3.384400  -0.1936
98 H 13.931530 32.800110 1.557450  0.3261
99 H 15.614060 33.113120 1.809290  0.2394
100 H 12.968650 31.178120 2.620480  -0.1774
101 H 13.629990 30.554960 4.041150  0.1989
102 C 14.241600 30.586800 -1.895660  0.4380
103 O 14.638230 31.224400 -2.812640  -0.6942
104 N 13.445390 29.621810 -1.914310  -0.1843
105 N 14.789230 30.616800 -0.741370  -0.2011
106 H 13.130640 29.333190 -2.829580  0.0650
107 H 12.827920 29.441100 -1.135730  -0.1627
108 H 15.382670 31.432870 -0.696970  0.1899
109 H 14.810150 29.824940 -0.114780  0.1131
110 C 8.882420 24.778950 -3.046860  0.5120
111 O 7.942740 25.401730 -2.701590  -0.6530
112 N 10.010380 25.293160 -2.713760  -0.0508
113 N 8.978000 23.656770 -3.656120  -0.2909
114 H 10.861610 24.935040 -3.122730  0.2632
115 H 10.057390 26.215920 -2.305830  -0.3848
116 H 9.860800 23.261430 -3.946740  0.1801
117 H 8.082960 23.329360 -3.990490  0.2848
118 C 6.896970 23.309990 1.318960  0.5226
119 O 5.758730 22.912670 1.373950  -0.6948
120 N 7.883060 23.006450 2.135820  -0.1930
121 N 7.364400 24.180200 0.432120  -0.1268
122 H 8.764510 23.495990 2.076710  -0.0933
123 H 7.591480 22.637030 3.029470  0.2037
124 H 6.791800 24.386400 -0.373920  0.1502
125 H 8.302460 24.541080 0.531640  0.1448
126 C 8.194870 29.346150 -0.604530  0.3937
127 O 9.082600 30.147430 -0.744020  -0.7910
128 N 6.963620 29.603570 -0.587570  -0.2080
129 N 8.336820 28.121070 -0.325830  0.5381
130 H 6.408550 28.761820 -0.528780  0.1663
131 H 6.650710 30.562530 -0.638330  0.2821
132 H 9.203880 27.618940 -0.452990  -1.2608
133 H 7.458270 27.702220 -0.056000  0.1779
134 C 11.534060 32.468050 0.558860  0.6246
135 O 12.470660 33.063740 0.864400  -0.7686
136 N 11.442040 31.212060 0.504990  0.6100
137 N 10.349020 32.987130 0.459290  -0.3794
138 H 10.650460 30.884670 -0.030110  0.0607
139 H 12.143390 30.538510 0.777990  -1.1548
140 H 10.444050 33.978810 0.293030  0.2866
141 H 9.613210 32.362420 0.161940  0.1924

Forces on atoms 1 to 3 (eV/Å):
1.6 -0.2 1.6
-0.4 -1.1 -2.0
0.4 0.7 0.1

Its charge is +1. Its multiplicity is 2. The value obtained for the total energy is -3794.2224 Eh. The calculation puts the max |F| at 0.19008 Eh/bohr. The orbital gap (alpha / beta) comes out at 0.121 / 0.120 hartree.

---

3.
A structure of composition C29H80BeNO12. Source: OMol25; level of theory: wB97M-V/def2-TZVPD.

Last column: Mulliken charge in e.
Cartesian coordinates (Å):
1 Be 2.616852 -0.134272 4.621850  0.6101
2 C 1.206404 2.578982 2.068849  -1.5783
3 C 0.333118 1.594556 1.266130  2.7504
4 C 0.603065 1.937810 -0.224028  -1.1420
5 C 0.030696 0.933409 -1.219407  -1.1609
6 C 0.631409 -0.423879 -0.969737  -1.1082
7 C 0.447608 -0.926940 0.489624  2.3975
8 N 0.666954 0.164638 1.497691  2.5193
9 O 0.488919 -0.287955 2.721679  -0.6031
10 C 1.432186 -2.102117 0.650130  -0.7487
11 C -0.979963 -1.518141 0.570702  -2.1555
12 C -1.106887 1.934330 1.562275  -1.9166
13 H 0.754319 3.507943 2.411837  0.4913
14 H 2.094324 2.920596 1.534754  0.1141
15 H 1.607091 2.082952 2.956150  0.1215
16 H 1.667973 2.018016 -0.452833  0.1914
17 H 0.133342 2.898500 -0.437046  -0.0582
18 H 0.210225 1.232230 -2.252328  0.6049
19 H -1.052459 0.838952 -1.100557  0.2300
20 H 1.694112 -0.401580 -1.221932  0.3442
21 H 0.074195 -1.062055 -1.656691  -0.0952
22 H 1.646198 -2.566476 -0.312889  0.1430
23 H 1.101750 -2.941034 1.261601  -0.7319
24 H 2.376098 -1.702952 1.027169  0.4240
25 H -1.786889 -0.875479 0.213757  0.1875
26 H -1.241381 -1.714411 1.615059  0.6663
27 H -1.081990 -2.495002 0.098755  0.2642
28 H -1.341850 2.973479 1.348547  0.6120
29 H -1.355922 1.607056 2.574893  0.2343
30 H -1.881466 1.351358 1.048771  0.2368
31 C -4.351272 0.275523 4.946497  -1.3990
32 C -3.549388 0.596499 3.685936  -0.2064
33 O -2.479904 -0.339036 3.575076  -0.5343
34 H -4.832403 -0.699714 4.914614  0.3163
35 H -5.081939 1.041593 5.208352  0.4153
36 H -3.657874 0.306342 5.789681  0.3025
37 H -3.088281 1.578474 3.831236  0.3842
38 H -4.213485 0.676667 2.821286  0.2903
39 H -1.794964 -0.001927 2.990479  0.1263
40 C -0.633688 -5.391540 1.607822  0.4204
41 C -0.268792 -6.772903 2.109331  -0.7896
42 O -0.256972 -7.015968 3.500586  -0.5263
43 H -0.728110 -5.403572 0.519801  -0.1288
44 H 0.152831 -4.730036 1.977201  -0.2140
45 H -1.600839 -4.987302 1.912874  0.1566
46 H 0.693721 -7.069474 1.675763  0.3616
47 H -0.910350 -7.521136 1.636110  0.3768
48 H 0.593596 -6.804226 3.890086  0.2937
49 C 5.413652 0.080553 1.052548  -1.4363
50 C 4.108227 0.764407 0.957685  0.9093
51 O 3.355986 0.396172 2.115609  -0.6043
52 H 5.956421 0.182241 1.991417  0.3220
53 H 6.010060 0.446052 0.211335  0.3883
54 H 5.359041 -1.003288 0.923814  0.3530
55 H 3.448378 0.475097 0.129508  -0.3589
56 H 4.166650 1.859502 1.003781  0.0674
57 H 2.407035 0.564790 2.068315  -0.4325
58 C -4.356637 -2.228352 1.226217  -0.0916
59 C -5.726181 -2.744218 1.637916  -0.5539
60 O -5.557243 -3.372287 2.911623  -0.5487
61 H -4.134668 -1.332803 1.799528  -0.2029
62 H -4.120799 -2.033108 0.177318  0.5506
63 H -3.619526 -3.019809 1.389219  -0.1620
64 H -6.326610 -3.400482 1.001254  0.4256
65 H -6.426928 -1.913899 1.798004  0.2868
66 H -6.420220 -3.682566 3.199835  0.2890
67 O 2.850885 -2.473063 3.476729  -0.4304
68 H 2.332056 -3.044450 2.898678  0.2228
69 H 3.455980 -3.069007 3.935885  0.2538
70 O -3.075338 -2.873255 4.230851  -0.6731
71 H -2.811536 -1.995661 3.894642  0.3715
72 H -3.853697 -3.106292 3.704378  0.3940
73 O 1.096265 1.555900 5.461433  -0.5266
74 H 0.168677 1.310147 5.579628  0.3040
75 H 1.126910 2.506123 5.630847  0.2894
76 C -3.711784 5.937655 -2.240641  -1.3154
77 C -2.289665 5.586392 -2.645303  0.3057
78 C -1.876942 4.089733 -2.355050  -0.8359
79 O -2.244691 5.720028 -4.066715  -0.5712
80 H -4.432078 5.181230 -2.554623  0.2870
81 H -4.080317 6.853107 -2.706673  0.3810
82 H -3.715536 6.185262 -1.175208  0.3425
83 H -1.609759 6.229647 -2.088489  0.2995
84 H -2.578922 3.421929 -2.851053  0.5182
85 H -1.761896 4.013819 -1.272746  -0.0412
86 H -0.896144 3.924756 -2.803229  0.3237
87 H -2.622221 4.964274 -4.520584  0.3363
88 C 2.801014 -1.269535 -5.853201  -1.2104
89 C 2.802652 0.263208 -5.614208  0.4676
90 C 3.153175 0.635720 -4.171929  -0.7034
91 O 3.873756 0.727785 -6.440599  -0.5669
92 H 3.749386 -1.667179 -5.490004  0.3245
93 H 2.709194 -1.413117 -6.926721  0.3696
94 H 2.022697 -1.750572 -5.260534  0.2258
95 H 1.876291 0.689416 -6.007983  0.2106
96 H 2.616574 -0.005916 -3.466359  -0.1623
97 H 2.708527 1.610528 -3.936256  0.3549
98 H 4.216225 0.706565 -3.959079  0.4351
99 H 3.964303 1.668842 -6.252186  0.3048
100 C -1.444884 -5.848873 -2.665094  -1.5618
101 C -1.301665 -4.335324 -2.868987  0.9235
102 C 0.160918 -3.935671 -3.143353  -0.8413
103 O -2.075237 -4.035704 -4.038951  -0.5828
104 H -0.854184 -6.315750 -1.870511  0.3101
105 H -0.850461 -6.339387 -3.450479  0.4229
106 H -2.456133 -6.231999 -2.780560  0.3956
107 H -1.830354 -3.901772 -2.015408  -0.1020
108 H 0.474706 -4.514779 -4.007274  0.5021
109 H 0.755560 -4.037896 -2.238788  0.1765
110 H 0.043101 -2.887595 -3.426033  0.0614
111 H -2.762728 -4.670639 -4.245792  0.3247
112 C 2.109153 5.651359 -0.286681  -0.7046
113 C 3.501891 5.875521 -0.907784  0.3510
114 C 4.102034 4.614659 -1.536903  -0.8109
115 O 3.449408 6.950272 -1.821145  -0.5562
116 H 2.149112 4.866907 0.467268  -0.0872
117 H 1.329661 5.410385 -1.013230  0.1428
118 H 1.806985 6.635562 0.076354  0.4880
119 H 4.217424 6.048709 -0.094955  0.1895
120 H 5.090358 4.789523 -1.954535  0.3877
121 H 3.404283 4.110915 -2.204919  0.1868
122 H 4.248937 4.012149 -0.634673  0.0774
123 H 3.251464 7.776631 -1.371686  0.3306

Forces on atoms 1 to 3 (eV/Å):
-1.2 -0.1 -1.5
1.2 -0.5 0.9
0.4 1.6 -1.9

Its charge is +1. The value obtained for the total energy is -2124.7425 Eh. The calculation puts the max |F| at 0.05553 Eh/bohr. The orbital gap comes out at 0.158 hartree.

---

Q: Among the records above, which one has the highest charge?
A: C9H26N3Na2O5Pb